{
  "formula": "C2H2N2O",
  "method": "the ωB97M-V functional and the def2-TZVPD basis",
  "e_lumo_ha": 0.0116,
  "de_lowest_kcal_mol": 42.09,
  "smiles": "N#CN=C=O.[H][H]",
  "orbital_gap_ev": 11.66,
  "energy_ev": -7132.018,
  "species": ["N", "C", "N", "C", "O", "H", "H"],
  "xyz": [[1.38399, -2.03311, 0.27539], [1.40583, -0.88659, 0.26654], [1.26414, 0.41619, 0.33929], [0.57282, 1.40966, 0.17319], [0.03478, 2.42457, 0.11996], [-2.59199, -0.48012, -0.66528], [-2.06957, -0.85060, -0.50908]],
  "forces_ev_per_a": [[0.4, -0.6, -0.1], [-1.1, 0.6, 0.1], [-0.3, 1.6, -0.3], [1.2, -1.9, 0.5], [-0.3, 0.3, -0.2], [-3.1, 2.3, -0.9], [3.2, -2.3, 0.9]]
}

***

{
  "formula": "C10H14N3",
  "method": "the ωB97M-V functional and the def2-TZVPD basis",
  "e_lumo_ha": -0.2038,
  "de_lowest_kcal_mol": 129.25,
  "orbital_gap_ev": 7.98,
  "energy_ev": -15055.810,
  "charge": 1,
  "species": ["C", "C", "C", "C", "C", "C", "C", "C", "C", "C", "N", "N", "N", "H", "H", "H", "H", "H", "H", "H", "H", "H", "H", "H", "H", "H", "H"],
  "xyz": [[-1.53330, 0.88947, 1.97466], [-2.87727, 1.32987, 1.95067], [-3.40642, 0.57592, -0.12628], [-2.08985, -0.02647, -0.28026], [-1.25730, 0.24694, 0.80686], [-0.44166, -1.30151, -1.13583], [2.68988, -0.48348, -1.20255], [1.49212, 1.58206, -0.43967], [1.11047, -1.65118, 0.78541], [1.35822, 0.19735, -1.00300], [-3.68365, 1.22362, 0.94591], [-1.60876, -0.89319, -1.27104], [0.45151, -0.82355, -0.20846], [-1.11749, 0.72712, 2.90544], [-3.44347, 1.67724, 2.92215], [-4.21945, 0.33850, -0.91248], [-0.12547, -1.86324, -1.98098], [3.32980, -0.30175, -0.37429], [2.76607, -1.58041, -1.31415], [3.19049, -0.12420, -2.03166], [1.77023, 1.57489, 0.60585], [0.57722, 2.12843, -0.63990], [2.31303, 1.94753, -0.98838], [0.32900, -1.97760, 1.42125], [1.69990, -2.46863, 0.32268], [1.79621, -1.07624, 1.35143], [0.92998, 0.13249, -2.08337]],
  "forces_ev_per_a": [[-1.0, -0.9, -1.6], [-0.8, 0.7, 2.7], [0.8, -2.4, -2.8], [0.7, 0.6, 1.7], [-0.2, -0.5, -2.1], [-0.4, -0.7, -1.1], [0.2, -1.5, 1.4], [-1.2, -1.1, 0.0], [0.2, -1.0, -1.0], [-0.7, -2.5, -2.0], [-1.8, 0.7, -0.1], [-2.6, 0.8, -0.2], [-0.4, 3.9, 1.8], [1.4, 0.2, 1.6], [1.8, -0.5, -1.7], [1.5, 0.7, 1.2], [0.9, -1.1, -0.3], [0.7, 0.4, 0.9], [-0.8, 0.4, -0.1], [0.8, 1.1, -1.8], [-0.1, 0.0, 0.3], [0.1, 0.4, 0.2], [0.9, 1.1, -0.6], [-0.4, -0.9, 0.7], [-0.6, 0.2, 0.3], [0.6, 0.8, 0.5], [0.2, 0.9, 2.0]]
}

***

{
  "formula": "C4H7O4S2",
  "method": "the ωB97M-V functional and the def2-TZVPD basis",
  "e_lumo_ha": 0.1248,
  "de_lowest_kcal_mol": 97.87,
  "smiles": "C=C(S(C)(=O)=O)[S@](=C)(=O)[O-]",
  "orbital_gap_ev": 8.03,
  "energy_ev": -34118.452,
  "charge": -1,
  "species": ["C", "C", "S", "C", "O", "O", "S", "C", "O", "O", "H", "H", "H", "H", "H", "H", "H"],
  "xyz": [[1.75858, -0.45742, -1.70200], [0.81908, -0.28625, -0.80066], [-0.92921, -0.61534, -1.29751], [-2.10465, 0.23638, -0.05395], [-1.21637, 0.05704, -2.55730], [-1.18461, -2.07362, -1.35223], [1.48778, 0.00714, 1.08831], [2.21556, -0.90153, 2.50343], [0.19825, 0.65590, 1.54069], [2.50576, 0.96132, 0.61917], [1.39006, -0.40834, -2.77123], [2.78711, -0.43994, -1.33679], [-2.61483, 0.82653, -0.68825], [-2.64278, -0.59197, 0.37172], [-1.56643, 0.77598, 0.63345], [1.62727, -1.84034, 2.74424], [3.12096, -1.29993, 2.08661]],
  "forces_ev_per_a": [[-1.0, 0.7, -1.5], [-0.5, -1.8, 1.9], [-0.8, -0.5, 0.3], [2.0, -3.8, -0.9], [0.6, 0.2, 0.2], [0.6, 1.8, 0.9], [-1.8, 2.6, 1.1], [-2.0, -0.6, -2.1], [2.0, -1.3, -0.1], [0.1, -0.8, 0.5], [1.1, -0.4, 1.0], [-0.2, 0.1, -0.6], [-2.1, 1.9, -2.1], [-0.4, -0.1, 0.2], [1.4, 1.0, 1.6], [0.0, 1.1, -0.1], [1.0, 0.0, -0.2]]
}

***

{
  "formula": "C4H5NO",
  "method": "the ωB97M-V functional and the def2-TZVPD basis",
  "e_lumo_ha": 0.0191,
  "de_lowest_kcal_mol": 18.94,
  "smiles": "C[C@H](C#N)C=O",
  "orbital_gap_ev": 11.14,
  "energy_ev": -7765.705,
  "species": ["C", "C", "C", "N", "C", "O", "H", "H", "H", "H", "H"],
  "xyz": [[-0.97772, -0.59032, 0.43158], [0.27311, 0.31206, 0.33703], [-0.04226, 1.65410, -0.16592], [-0.28666, 2.70313, -0.58829], [1.16566, -0.45470, -0.63701], [1.79510, -1.42333, -0.30330], [-1.88621, -0.02875, 0.64491], [-1.11268, -1.10736, -0.52571], [-0.81156, -1.35198, 1.19568], [0.78571, 0.40129, 1.30058], [1.09752, -0.11412, -1.68956]],
  "forces_ev_per_a": [[-0.2, -0.1, 0.0], [0.1, -0.1, 0.0], [-0.2, 0.9, -0.4], [0.2, -1.1, 0.4], [0.3, -0.2, 0.1], [-0.2, 0.5, -0.1], [0.1, 0.0, 0.1], [-0.2, 0.1, 0.2], [0.0, 0.1, -0.1], [-0.1, 0.0, -0.1], [0.1, -0.1, 0.0]]
}

***

{
  "formula": "C27H19MgN6O2",
  "method": "the ωB97M-V functional and the def2-TZVPD basis",
  "e_lumo_ha": [-0.2049, -0.2058],
  "de_lowest_kcal_mol": 81.58,
  "orbital_gap_ev": [4.32, 4.29],
  "energy_ev": -46781.608,
  "charge": 1,
  "species": ["Mg", "O", "C", "O", "C", "C", "C", "N", "C", "C", "C", "C", "C", "C", "C", "N", "C", "C", "C", "C", "C", "N", "H", "H", "H", "H", "H", "H", "H", "H", "H", "H", "C", "C", "C", "C", "C", "C", "N", "N", "C", "C", "C", "C", "C", "N", "H", "H", "H", "H", "H", "H", "H", "H", "H"],
  "xyz": [[0.29920, 0.42120, 0.00481], [1.58559, -5.28963, 3.89931], [0.52291, -5.14728, 3.29042], [-0.47677, -5.83226, 3.06069], [0.42256, -3.70490, 2.59168], [-0.76045, -3.31631, 1.97425], [-0.79330, -2.08617, 1.33986], [0.29170, -1.30836, 1.26141], [1.38717, -1.62021, 1.94786], [1.49116, -2.82693, 2.63150], [2.35134, -0.50478, 2.09296], [3.61184, -0.65939, 2.65803], [4.35224, 0.47061, 2.96651], [3.81307, 1.72258, 2.70725], [2.57762, 1.78892, 2.08825], [1.86474, 0.70866, 1.76908], [-1.99036, -1.46518, 0.73704], [-3.23921, -2.20652, 0.53530], [-4.26841, -1.68221, -0.13743], [-4.19925, -0.33335, -0.77710], [-2.82484, 0.33353, -0.49099], [-1.85384, -0.22908, 0.40017], [-1.60701, -3.98804, 2.02311], [2.35505, -3.10363, 3.22217], [4.00075, -1.64425, 2.87357], [5.32732, 0.37358, 3.42455], [4.34391, 2.62662, 2.97016], [2.13378, 2.74953, 1.85114], [-3.33197, -3.18287, 0.98847], [-5.20093, -2.22958, -0.21179], [-5.08060, 0.25838, -0.52435], [-2.89497, 1.40961, -0.32923], [-4.43486, 0.70882, -3.18988], [-3.83783, -0.33420, -2.30512], [-2.38402, -0.01532, -1.92631], [-1.67467, 1.13962, -2.51889], [-2.31540, 1.93129, -3.42900], [-3.69845, 1.69335, -3.74648], [-0.46768, 1.35432, -1.91355], [0.20320, 2.36407, -2.30250], [1.49024, 2.44843, -1.81610], [2.23681, 3.56668, -2.19663], [3.57317, 3.62112, -1.85780], [4.12975, 2.54480, -1.17736], [3.31510, 1.48587, -0.81630], [2.01153, 1.43963, -1.08814], [-5.48901, 0.62036, -3.42619], [-3.98167, -1.31559, -2.76414], [-1.74205, -0.89663, -1.94046], [-1.81123, 2.79331, -3.84593], [-4.17115, 2.38023, -4.43662], [1.74381, 4.34104, -2.76675], [4.17933, 4.47016, -2.14234], [5.18129, 2.52796, -0.92867], [3.73374, 0.62841, -0.30348]],
  "forces_ev_per_a": [[0.1, -0.5, 0.9], [-0.1, -0.2, 0.0], [0.0, 0.8, -0.4], [0.1, -0.1, 0.1], [0.0, -0.8, 0.4], [-0.1, 0.4, -0.2], [0.0, -0.5, 0.2], [0.2, 0.4, -0.4], [0.0, -0.4, 0.2], [0.0, 0.3, -0.2], [0.1, 0.2, 0.1], [0.0, 0.0, 0.0], [-0.1, 0.0, 0.0], [0.0, 0.0, 0.0], [0.1, 0.1, 0.1], [-0.2, 0.1, -0.3], [0.0, 0.3, -0.1], [-0.2, -0.1, 0.0], [0.1, 0.0, 0.0], [-0.1, 0.1, 0.1], [-0.1, -0.2, -0.2], [0.3, 0.0, 0.0], [0.0, -0.1, 0.1], [0.0, -0.1, 0.0], [-0.1, 0.0, 0.0], [0.0, 0.0, 0.0], [0.0, 0.0, 0.0], [0.0, 0.0, -0.1], [0.1, 0.0, 0.0], [0.0, -0.1, 0.0], [0.0, 0.0, 0.0], [-0.1, 0.0, 0.0], [0.2, 0.2, -0.1], [0.0, -0.1, 0.0], [0.1, 0.3, 0.2], [-1.3, 0.1, -1.0], [0.9, -0.2, 0.7], [-0.7, -0.2, -0.1], [1.4, 1.1, -0.1], [-1.3, -0.7, -0.3], [1.4, 0.2, 0.4], [-0.5, -0.3, 0.0], [0.2, -0.2, 0.1], [0.0, 0.2, -0.1], [0.1, -0.2, 0.1], [-0.5, 0.2, -0.2], [0.0, 0.0, 0.0], [0.0, 0.0, -0.1], [-0.1, -0.1, 0.1], [0.0, 0.0, 0.0], [0.0, 0.0, 0.0], [0.0, 0.0, 0.0], [0.0, 0.0, 0.0], [0.0, -0.1, 0.0], [-0.1, 0.0, 0.1]]
}

***

{
  "formula": "C5H15NO",
  "method": "the ωB97M-V functional and the def2-TZVPD basis",
  "e_lumo_ha": 0.0272,
  "de_lowest_kcal_mol": 85.89,
  "smiles": "CCN(C)CC.O",
  "orbital_gap_ev": 9.75,
  "energy_ev": -8962.634,
  "species": ["C", "C", "N", "C", "C", "C", "H", "H", "H", "H", "H", "H", "H", "H", "H", "H", "H", "H", "H", "O", "H", "H"],
  "xyz": [[-2.26483, 0.09847, -0.08256], [-1.67897, -0.53607, 1.14554], [-0.37480, -1.28761, 0.78788], [-0.61508, -2.50503, -0.01009], [0.37851, -0.47735, -0.26965], [1.81342, -1.16857, -0.43886], [-2.08592, 1.19740, -0.06257], [-2.02700, -0.36760, -1.03628], [-3.40383, 0.24770, 0.02623], [-2.33516, -1.17255, 1.83240], [-1.33746, 0.31184, 1.74253], [0.28260, -3.05948, -0.10765], [-1.23384, -2.40013, -0.92418], [-1.37404, -3.03955, 0.60571], [0.48719, 0.54378, 0.12485], [-0.06936, -0.29319, -1.44129], [2.44946, -0.41979, -0.95835], [1.68587, -2.03741, -1.20987], [2.04608, -0.89516, 0.60731], [3.07024, 5.91089, -0.43528], [3.07488, 6.29851, 0.48025], [3.51205, 5.05090, -0.37607]],
  "forces_ev_per_a": [[-3.6, 1.8, 0.4], [1.7, -0.9, 0.5], [-0.5, 1.4, -3.2], [-3.6, -0.4, 2.3], [0.4, 0.5, -1.7], [-1.9, 2.9, -1.5], [0.9, -0.8, -0.6], [-0.2, 0.2, 0.2], [1.3, -1.1, -0.3], [0.8, 0.6, -1.4], [0.1, -0.3, 0.4], [0.5, -0.6, -0.3], [0.9, 0.4, -0.2], [0.8, -0.6, -0.1], [0.2, -0.2, -0.1], [0.6, -0.9, 3.3], [-0.4, -0.4, -0.1], [0.9, 0.9, 2.7], [1.1, -2.6, -0.1], [0.1, 0.4, 1.2], [0.1, -0.8, -1.4], [-0.1, 0.4, 0.2]]
}